The ion C8H15ClN3 with charge +1, computed with ωB97M-V/def2-TZVPD.

Energy relative to the best compared isomer or geometry (same formula, charge and spin) (kcal/mol): 0.0
2S+1: 1
HOMO-LUMO gap (eV): 10.49
SMILES string: CCNn1c[nH+]cc1CCCCl
DFT total energy (eV): -25525.4245
Charge: +1

Cartesian coordinates (Å):
C: 0.81676 2.23750 1.76638
C: 0.32378 2.03423 0.33483
N: -0.94353 1.32210 0.18492
N: -0.94729 0.05177 0.74215
C: -1.11443 -0.24973 2.02851
N: -1.07319 -1.55948 2.17773
C: -0.86550 -2.13170 0.92678
C: -0.80877 -1.13726 0.01695
C: -0.68071 -1.35610 -1.45723
C: 0.19440 -0.38977 -2.25529
C: 1.65468 -0.81608 -2.35674
Cl: 2.31129 -1.42216 -0.81502
H: 1.45957 3.10286 1.84451
H: 1.41829 1.38669 2.07825
H: 0.01121 2.33973 2.48672
H: 1.10435 1.55596 -0.24230
H: 0.16094 3.00542 -0.11806
H: -1.73515 1.86131 0.50272
H: -1.25050 0.51045 2.77053
H: -1.18236 -2.06404 3.04043
H: -0.78251 -3.18591 0.77900
H: -1.68269 -1.33047 -1.87754
H: -0.32159 -2.36871 -1.57142
H: -0.18288 -0.41032 -3.27256
H: 0.09910 0.63157 -1.92569
H: 2.28160 -0.00701 -2.70335
H: 1.73513 -1.61086 -3.08521

Forces on the atoms, in the same order (eV/Å):
C 0.1748 -0.6364 -0.0277
C 0.1143 0.6856 0.5374
N 0.2110 0.0080 -0.4034
N -0.2261 -0.8822 -0.3082
C 0.0858 0.5925 0.0900
N 0.1062 -0.1507 -0.7508
C -0.1771 0.2130 0.6358
C 0.2654 -0.0741 -0.0041
C -0.2476 0.8368 0.1119
C 0.3134 -0.3785 -0.2071
C -0.4036 0.0312 -0.2325
Cl 0.1554 0.1069 0.1619
H 0.0759 0.2640 -0.0545
H 0.0561 -0.1369 0.1324
H -0.2032 0.2851 0.0330
H 0.0185 -0.3022 -0.2170
H -0.1843 0.1232 -0.2146
H -0.1306 -0.1061 0.1567
H -0.0653 -0.1100 0.3495
H -0.0079 0.0321 0.1648
H 0.0149 -0.2758 0.0587
H -0.2083 0.0201 -0.0275
H 0.0952 -0.3194 -0.1036
H -0.0571 0.1234 -0.2452
H -0.0941 0.1983 0.2459
H 0.1578 0.2004 0.0836
H 0.1602 -0.3483 0.0347

Atom charges from the Löwdin analysis, given in e for atoms 1 to 8: number 1, C, carries -0.0746; number 2, C, carries -0.2217; number 3, N, carries 0.0265; number 4, N, carries -0.0106; number 5, C, carries -0.0275; number 6, N, carries 0.1392; number 7, C, carries 0.0114; number 8, C, carries -0.1771